DFT (wB97M-V/def2-TZVPD) results for C18H49B3F12O7V2 as an isolated structure in a non-equilibrium geometry.

```
91
Properties=species:S:1:pos:R:3:forces:R:3:lowdin_charge:R:1
V -0.281968 0.994272 -0.670104 0.031 0.346 1.567 1.000
V -1.784153 3.699201 -3.149114 0.096 -1.623 1.845 1.297
O -1.245268 1.816677 -2.344181 -0.092 0.186 -0.750 -0.388
H -1.638785 0.960951 -2.603804 0.007 0.987 -0.168 -0.011
B -3.624588 3.778259 -1.008359 -6.347 -1.353 1.319 -1.543
F -4.626368 4.634970 -0.620489 -1.762 0.058 -0.151 0.175
F -3.622393 2.677619 -0.220954 -0.016 -1.616 0.904 0.199
F -3.743264 3.363129 -2.340930 -0.341 -0.810 -2.946 0.089
F -2.592971 4.466434 -0.980761 8.165 4.112 0.275 0.294
B 0.227301 -1.431435 1.517770 1.776 -1.043 -0.105 -1.445
F -0.057219 -1.604068 2.799867 -0.795 -0.457 2.033 0.234
F 1.559879 -1.775417 1.261875 1.461 -0.458 0.032 0.126
F -0.500194 -2.166888 0.652439 -1.901 -1.228 -1.254 0.195
F 0.169470 -0.113907 1.183839 -0.606 3.262 -0.948 0.148
B 0.752930 4.440018 -2.709854 1.653 1.816 1.956 -1.346
F 0.120323 4.009274 -3.851216 -1.337 -1.391 -1.999 0.112
F -0.157282 4.302886 -1.613919 -0.664 -0.760 -0.460 0.092
F 1.929826 3.800500 -2.454408 0.236 -0.714 -0.113 0.197
F 0.946923 5.767236 -2.852190 0.302 1.495 -0.301 0.202
C -1.805288 3.491768 2.870710 -1.308 1.000 0.300 -0.043
C -1.317777 2.194516 2.303423 0.134 -0.101 0.119 -0.445
C -2.100384 0.984165 2.708964 -1.179 -0.848 0.398 -0.029
O -1.315181 2.282705 0.876121 1.326 0.017 -0.542 -0.101
H -2.842058 3.737978 2.641404 -0.359 -0.409 -0.611 0.090
H -1.268375 4.360547 2.489862 0.462 -0.154 0.260 0.092
H -1.883854 3.491371 3.957875 0.761 -0.081 0.105 0.090
H -0.310442 2.098428 2.708561 0.361 -0.229 -0.687 0.137
H -2.778489 1.262344 3.515749 0.365 -0.440 0.600 0.091
H -1.494532 0.093519 2.875706 0.028 0.412 0.727 0.061
H -2.809919 0.596281 1.978071 0.038 0.612 -0.683 0.080
H -2.099899 2.780892 0.636061 -0.352 -0.122 -0.332 0.059
C 3.545777 1.466668 0.575841 0.589 0.909 0.850 -0.050
C 2.460579 2.509722 0.857422 1.635 -0.406 1.122 -0.430
C 3.027486 3.955327 1.102486 -0.130 -0.890 -1.310 -0.014
O 1.575159 2.395377 -0.234708 -1.100 0.558 -0.007 -0.088
H 4.218961 1.722554 -0.242359 -0.428 0.178 -0.452 0.084
H 3.105077 0.484117 0.407098 0.194 0.040 0.238 0.067
H 4.228304 1.514268 1.424367 -0.039 -0.679 0.346 0.083
H 1.989700 2.223586 1.797906 -0.547 -0.207 -0.156 0.127
H 3.754309 4.138181 0.311025 0.088 0.224 -0.132 0.080
H 3.567820 4.088382 2.039737 -0.296 -0.361 0.099 0.082
H 2.255525 4.719104 1.008604 -0.150 -0.068 0.181 0.083
H 1.659581 3.243152 -0.677146 -0.450 -0.036 -0.731 0.061
C -2.986327 -2.228981 -2.191528 -0.140 0.054 -0.421 -0.031
C -3.174173 -0.799676 -1.711656 2.087 -1.197 -0.116 -0.411
C -4.419095 -0.643473 -0.937829 -2.019 1.055 0.151 -0.029
O -1.985402 -0.503871 -0.878390 -0.476 0.594 -0.606 -0.113
H -3.051266 -2.879128 -1.319072 0.082 -0.396 -0.254 0.081
H -2.061366 -2.350501 -2.755238 0.353 -0.018 0.455 0.078
H -3.732428 -2.480508 -2.945308 -0.417 -0.111 0.365 0.093
H -3.062760 -0.215482 -2.625112 -0.552 0.656 0.301 0.130
H -5.235570 -1.217131 -1.376430 0.080 -0.164 -0.313 0.091
H -4.785195 0.382957 -0.960550 0.191 0.169 0.139 0.083
H -4.441877 -0.936399 0.111823 0.793 -0.156 -0.049 0.083
H -1.682904 -1.359411 -0.565114 0.437 -0.271 0.534 0.059
C 3.107770 -0.084385 -2.746178 -0.605 -0.039 -0.940 -0.008
C 1.651373 -0.578302 -2.610230 1.019 -0.551 -1.917 -0.456
C 1.445476 -2.013789 -3.121205 0.187 -0.038 1.473 -0.022
O 1.186340 -0.443865 -1.311496 -0.856 0.164 0.768 -0.108
H 3.812507 -0.858279 -2.441986 -0.148 -0.089 0.115 0.072
H 3.381767 0.844811 -2.246552 -0.534 -0.044 0.171 0.066
H 3.237191 0.096661 -3.813214 0.332 -0.033 -0.126 0.082
H 0.884407 -0.125412 -3.238523 0.550 1.372 0.014 0.132
H 1.777520 -2.182902 -4.145532 -0.338 0.190 0.028 0.092
H 0.381882 -2.145574 -2.922466 -0.172 -0.537 -0.706 0.067
H 1.942586 -2.729488 -2.466406 0.318 -0.083 -0.020 0.078
H 1.637723 -1.084005 -0.756449 0.137 -0.202 0.677 0.083
C 5.587377 -3.819086 -0.543744 -1.172 0.050 0.763 -0.041
C 4.835374 -2.791502 0.340213 -0.056 1.374 -0.648 -0.453
C 5.591974 -1.458308 0.464445 1.303 -1.179 0.171 -0.055
O 3.589283 -2.477052 -0.264863 -0.547 -0.451 -0.872 -0.084
H 5.434315 -3.577143 -1.595474 0.437 0.393 0.018 0.077
H 5.077807 -4.777052 -0.440113 0.131 -0.174 0.176 0.072
H 6.630703 -3.935128 -0.250337 -0.039 0.106 -0.225 0.075
H 4.574367 -3.147835 1.336706 0.612 -0.406 0.125 0.140
H 5.815341 -0.989851 -0.494071 -0.579 0.022 -0.192 0.079
H 6.582012 -1.782181 0.785437 0.316 0.419 0.529 0.069
H 5.184833 -0.740668 1.176699 -0.150 -0.213 -0.142 0.063
H 2.914410 -2.441621 0.416969 -0.151 -0.021 0.153 0.045
C -3.668652 -2.289507 2.943074 0.038 0.426 -0.591 -0.036
C -3.821549 -3.782320 2.774439 -0.096 0.104 -0.151 -0.516
C -3.040664 -4.467139 1.705939 0.587 -0.229 -1.671 -0.057
O -3.504623 -4.451239 3.966199 -0.299 -0.321 1.041 -0.040
H -3.422866 -1.804087 1.998590 -0.094 -0.003 -0.190 0.052
H -2.845988 -2.025366 3.607563 -0.139 -0.072 0.215 0.083
H -4.624062 -1.885541 3.277920 0.258 0.247 0.328 0.086
H -4.871022 -4.001021 2.577261 -0.131 0.005 0.122 0.136
H -3.038323 -4.027070 0.708730 -0.775 0.374 -0.129 0.056
H -3.473738 -5.462719 1.609115 0.470 -0.177 -0.026 0.087
H -1.958578 -4.498408 1.833276 0.072 -0.249 0.825 0.085
H -2.570193 -4.286689 4.112380 0.182 -0.078 0.215 0.089
```
Positions in Å, forces in eV/Å.

## Properties
Max |F| (hartree/bohr): 0.178
DFT total energy (eV): -119827.6566
Spin multiplicity: 7
HOMO level (spin up / spin down) (eV): -8.3663 / -9.8886
Energy above the lowest of the compared OMol25 structures with the same formula, charge and spin (kcal per mole): 69.1
Frontier orbital gap (spin up / spin down) (eV): 6.88 / 8.41
E_LUMO (spin up / spin down) (eV): -1.48 / -1.48